[1]
Here is a molecular structure, C4H4 from the OMol25 dataset. Energies are from wB97M-V/def2-TZVPD.

Output
Energy above the lowest of the compared OMol25 structures with the same formula, charge and spin ... 4.452 eV
HOMO-LUMO gap ... 0.40989 Ha

XYZ file:
```
8
Properties=species:S:1:pos:R:3:nbo_charge:R:1
H -1.24914 -3.00508 -4.23078 0.29
H 0.09053 0.00668 -2.18202 0.31
H 1.44741 2.78025 2.48791 0.25
C -0.73718 -2.04449 -3.61205 -0.31
C -0.46037 -1.08733 -2.82256 -0.29
H -0.31102 0.48041 4.16848 0.26
C 0.37634 0.94772 3.33787 -0.26
C 0.84343 1.92183 2.85315 -0.25
```

---

[2]
Here is 15 unconnected molecules or ions with the total composition C4H40N2O14 from the OMol25 dataset. Energies are from wB97M-V/def2-TZVPD.

Output
HOMO-LUMO gap (spin up / spin down) ... 0.33038 / 0.15864 Ha
Net charge ... +3
Multiplicity ... 2
⟨S²⟩ ... 0.764

XYZ file:
```
60
Properties=species:S:1:pos:R:3:nbo_charge:R:1
H 1.91057 -1.80599 4.59673 0.49
H 3.15289 0.94927 -1.34522 0.52
H 2.95289 -3.09737 1.59136 0.52
H 2.69609 0.95868 -4.41046 0.51
H 1.86588 -2.85407 -0.32062 0.49
O 2.24213 -3.63793 -0.07456 -1.01
H 3.06913 3.62484 -1.20134 0.49
H -2.80801 -0.14491 -3.43631 0.51
H -0.52835 0.74120 -2.28717 0.52
H -2.08768 1.21261 0.40425 0.48
H -3.14032 2.05784 1.16480 0.53
H 0.37133 -1.41454 0.24035 0.35
H 1.05456 1.51249 -0.26529 0.50
H -1.61204 0.35174 -1.28067 0.48
H -3.20299 4.15916 1.02015 0.50
H 2.58452 -0.48663 4.95666 0.48
H -3.41019 3.79361 -0.51428 0.51
H 1.87076 0.78904 -2.35083 0.51
O 2.55062 -2.84561 2.43659 -0.91
C 1.20887 0.26734 1.58366 -0.22
H -3.86822 -1.66477 2.71949 0.48
N -3.38657 -0.88257 2.22184 -0.75
O 0.60930 -2.00947 -4.20853 -1.00
H 1.21276 0.54674 2.61335 0.27
H 3.37667 4.08558 0.23359 0.51
H -1.27475 1.94322 -5.22181 0.50
O -1.13524 1.19609 -4.68292 -0.98
H 1.37266 2.26180 1.04223 0.46
H -1.04771 -0.05747 2.58417 0.28
H 1.49913 -0.81985 -1.47403 0.49
H -0.20146 -1.69761 -4.69286 0.52
O -3.28036 0.01517 -2.65191 -0.98
H 2.23378 0.02647 1.36624 0.26
O 2.84535 3.36643 -0.30272 -1.00
O 1.89313 0.69944 -3.98596 -0.95
N 0.78680 1.46944 0.74491 -0.73
O 1.85452 -0.88450 4.69699 -0.96
C 0.36014 -0.99983 1.30120 -0.55
O 2.21646 0.79429 -1.45494 -1.01
H 2.68461 -3.70852 2.91572 0.51
H -2.34757 -2.17401 0.85869 0.26
O 1.21787 -1.78249 -1.55545 -1.02
H -3.70334 0.77927 -2.47751 0.49
H 2.39259 -4.35685 -0.72051 0.52
H 1.27657 -1.92863 -2.55173 0.52
H 0.87221 -1.89687 1.82383 0.43
H -0.99939 -0.28064 5.09778 0.51
H -1.81469 0.88808 5.10327 0.51
O -2.36771 1.48315 1.26429 -1.00
H 1.99581 -0.19882 -4.16961 0.49
H 0.85625 -2.89236 -4.48783 0.51
C -2.16051 -1.36270 1.52807 0.21
C -0.95624 -0.89212 1.94175 0.02
O -0.90858 0.94150 -1.35028 -1.00
O -1.49450 0.24668 4.44300 -1.00
O -3.60656 3.54507 0.38621 -0.97
H -0.18709 1.87036 0.84244 0.45
H -3.26391 -0.16739 3.02542 0.51
H -4.09258 -0.53139 1.56355 0.48
H -0.20027 0.89931 -4.83719 0.49
```

---

[3]
Here is 16 unconnected molecules or ions with the total composition C4H41NO15S from the OMol25 dataset. Energies are from wB97M-V/def2-TZVPD.

Output
Energy above the lowest of the compared OMol25 structures with the same formula, charge and spin ... 3.219 eV
HOMO-LUMO gap ... 0.30933 Ha

XYZ file:
```
62
Properties=species:S:1:pos:R:3:nbo_charge:R:1
H -1.19913 -1.39763 -0.41462 0.23
O 0.79960 3.98414 2.61710 -0.92
H 0.91974 3.19558 3.15847 0.46
H -0.65490 -4.77166 1.17315 0.47
H 1.88163 -3.59521 -0.98543 0.53
C 2.09961 0.70829 1.85819 -0.53
H 4.23467 -1.06092 -2.77447 0.48
H -2.10285 2.49760 -3.24588 0.51
O -1.68733 3.36563 1.86296 -0.95
H -2.43715 4.26349 -1.50647 0.51
H 3.98601 1.52059 0.62588 0.10
O 0.33826 -4.92332 1.27292 -0.96
O -0.28357 -4.19229 -1.13159 -0.99
O 2.41969 -3.55040 -1.83743 -0.99
H -0.15118 -4.74352 -1.82069 0.47
H 2.34201 -2.20423 1.32847 0.47
H 0.21486 0.79042 -2.68022 0.47
H -0.86073 -3.35720 3.20875 0.49
H -1.49801 4.03411 1.25637 0.49
H -1.20951 -4.11835 -0.88885 0.51
O 0.09238 0.92812 -3.59769 -0.97
H -2.34433 1.54037 -2.08381 0.47
S 3.44564 1.91299 1.74361 -0.03
H 2.62391 -0.24374 1.67026 0.20
O -0.26991 4.12885 -1.48489 -0.98
O 1.56261 -2.37303 0.76592 -0.97
H -0.93227 3.57139 -0.97609 0.49
H 0.83004 2.22136 0.90657 0.23
H -3.05765 -2.98325 -0.47988 0.49
H -0.16328 1.90180 3.11960 0.46
H -2.78799 -3.78498 0.96000 0.53
H 3.09224 -1.93504 -2.45874 0.51
H -1.19332 -0.05398 -1.82481 0.22
H -0.43519 0.38097 3.03592 0.49
O 2.27008 1.12415 -2.07432 -1.01
H -2.75086 -0.78667 -0.91189 0.20
H -2.00947 -2.26554 3.27748 0.49
H -0.05204 4.22387 2.81544 0.47
H 1.09417 0.73757 -3.93812 0.50
H 1.65247 0.65074 2.83237 0.26
H 0.58229 3.85051 -1.29207 0.48
O -0.21341 1.14115 3.76261 -0.99
H 2.62202 0.21310 -2.09187 0.49
C -1.45829 0.66526 0.21589 -0.24
H 1.46779 0.82536 -0.07155 0.21
H -0.16458 -0.57531 0.91455 0.38
H 2.99702 1.70305 -2.26145 0.47
H -1.33724 1.55963 -0.29975 0.19
C -1.64179 -0.38821 -0.78426 -0.65
N -0.26142 0.39753 1.08584 -0.67
H -2.53440 3.08103 1.59929 0.47
H -3.40559 3.28095 -0.74496 0.49
O -1.54933 -2.91754 2.70349 -0.98
O -2.72235 -3.70536 -0.02670 -1.00
H -2.43563 0.88005 0.82077 0.18
H 1.78576 -3.55103 -2.64119 0.48
O 3.28510 -1.04265 -2.72351 -0.96
O -2.76599 3.97840 -0.53425 -0.99
C 0.98919 1.09967 0.83654 -0.28
H 0.53865 -5.08026 0.35725 0.49
O -2.71661 2.32614 -2.44953 -0.97
H 1.11982 -3.08254 1.25133 0.50
```

---

[4]
Here is 16 unconnected molecules or ions with the total composition C4H42N2O15 from the OMol25 dataset. Energies are from wB97M-V/def2-TZVPD.

Output
Energy above the lowest of the compared OMol25 structures with the same formula, charge and spin ... 0.765 eV
HOMO-LUMO gap ... 0.35783 Ha

XYZ file:
```
63
Properties=species:S:1:pos:R:3:nbo_charge:R:1
H 4.19770 -4.41332 1.96443 0.49
H -2.84089 0.56625 -1.04253 0.21
H -0.72398 0.86558 -3.42113 0.52
H 1.55279 -4.66390 1.60823 0.49
H -4.97244 0.78493 0.95302 0.50
O 3.31845 -2.96694 -0.60421 -1.01
O -3.17321 2.67806 -3.11331 -1.00
H 0.43299 2.96493 0.77919 0.48
O 0.69274 -3.28740 -0.94298 -0.98
O -5.02806 -0.14484 1.27632 -0.98
H 0.23454 -4.24449 2.26938 0.51
O -2.68579 3.54719 -0.61372 -0.99
O 2.83604 1.34500 2.34760 -1.00
O -0.66062 3.76327 -3.39308 -0.98
H -5.07044 3.09089 1.44155 0.48
H -1.27106 1.34758 0.97468 0.21
H 3.45026 -2.03294 -0.34085 0.50
H -0.36642 3.25481 -4.15825 0.48
O -4.93455 2.52946 0.67757 -0.99
N 1.71683 2.39320 -1.73304 -0.88
H 1.66666 0.78144 -0.41496 0.16
O 0.60039 -4.62314 1.43118 -1.00
C -0.76472 -0.09065 -0.62952 -0.03
H 2.51837 2.41633 -2.35303 0.38
H 0.95847 2.82950 -2.25673 0.39
O -1.32411 1.00538 -4.20564 -1.00
H -0.57888 1.79541 -1.41807 0.37
H 3.31656 1.92161 2.94639 0.48
O 2.36850 -2.26182 3.81893 -0.98
H -2.65172 1.91736 -3.50365 0.53
H -2.67609 4.51142 -0.61077 0.48
H 3.37600 -3.51980 0.93977 0.51
H 0.85368 -3.08831 3.96913 0.51
C -0.78574 0.39482 0.81618 -0.65
O 3.41879 -3.85793 1.88361 -1.03
H 1.73147 3.27130 0.03821 0.51
H -4.12867 2.81018 0.18554 0.51
O 0.02665 -3.61627 3.90462 -0.98
H 2.39949 -1.39209 3.39389 0.48
O 3.89270 -0.75616 0.94542 -1.00
H 2.74402 -2.80962 3.09190 0.50
H 0.24961 -2.44358 -0.79630 0.46
H 2.37537 -3.08011 -0.89727 0.51
H 3.58616 0.04398 1.42719 0.51
H -2.67956 -1.10954 -0.55658 0.24
H -2.21699 -0.59246 -2.18985 0.20
H 0.21884 0.47212 1.24710 0.21
H -0.20832 -1.03071 -0.71208 0.16
H 1.78756 0.29001 -2.09966 0.17
H -1.56939 3.44396 -3.22440 0.48
H 0.57403 -3.83007 -0.11964 0.52
H -0.70363 -3.00706 4.08736 0.48
H -5.75400 -0.14077 1.90670 0.46
H -2.89113 3.29875 -1.54545 0.51
H -1.27314 -0.34823 1.47167 0.23
C 1.32916 1.02255 -1.42223 -0.04
C -2.19550 -0.30535 -1.13191 -0.62
H -1.48082 0.11829 -4.54914 0.49
H -3.71057 3.07166 -3.80674 0.50
H 4.25099 -1.33885 1.62810 0.48
H 2.29740 1.96199 1.77296 0.52
O 1.34781 3.22452 0.95692 -0.98
N -0.13683 0.88402 -1.54782 -0.68
```

---

[5]
Here is a molecular structure, C4H4AuO5 from the OMol25 dataset. Energies are from wB97M-V/def2-TZVPD.

Output
Energy above the lowest of the compared OMol25 structures with the same formula, charge and spin ... 1.218 eV
HOMO-LUMO gap (spin up / spin down) ... 0.21247 / 0.25298 Ha
Multiplicity ... 4
⟨S²⟩ ... 3.762

XYZ file:
```
14
Properties=species:S:1:pos:R:3:nbo_charge:R:1
C -2.61199 0.49254 -0.01110 0.96
H 2.83012 -1.39855 0.19950 0.43
O -1.58571 1.32031 0.07590 -0.50
H -0.22860 0.64872 -1.30832 0.20
O 2.45087 -0.46857 0.79753 -0.81
O -3.77476 0.82735 -0.01587 -0.58
O 2.68193 1.00819 -0.74951 -0.77
C -0.77616 -0.81298 0.13611 -0.14
O -2.21222 -0.77794 -0.09620 -0.48
C -0.32549 0.58864 -0.20780 -0.20
H -0.33285 -1.58680 -0.50079 0.21
Au 1.30432 1.22704 0.69320 0.93
C 3.22026 0.01991 -0.20669 0.56
H -0.63970 -1.08786 1.19404 0.19
```

---

[6]
Here is a single C4H4BBrO3 molecule from the OMol25 dataset. Energies are from wB97M-V/def2-TZVPD.

Output
Energy above the lowest of the compared OMol25 structures with the same formula, charge and spin ... 4.168 eV
HOMO-LUMO gap (spin up / spin down) ... 0.30565 / 0.30566 Ha

XYZ file:
```
13
Properties=species:S:1:pos:R:3:nbo_charge:R:1
H -1.66621 1.31872 -1.33775 0.20
O -0.09141 -2.38269 -0.66668 -0.86
H 0.03459 -2.81201 -1.52888 0.47
H 1.64869 -1.78153 -2.30427 0.49
O -1.38633 1.84516 0.72393 -0.34
Br 1.69586 0.24350 2.59525 0.01
O 1.37664 -0.93255 -1.88888 -0.88
B 0.46731 -1.09641 -0.87104 1.07
C 0.40221 0.69095 1.20772 -0.15
C -0.51779 1.68277 1.68515 0.05
C 0.18756 -0.02801 0.15773 -0.39
C -1.46030 1.12663 -0.33366 0.13
H -0.69082 2.12548 2.56136 0.21
```

---

[7]
Here is a molecular structure, C4H4Br3Cl9 from the OMol25 dataset. Energies are from wB97M-V/def2-TZVPD.

Output
HOMO-LUMO gap ... 0.36728 Ha

XYZ file:
```
20
Properties=species:S:1:pos:R:3:nbo_charge:R:1
Cl -1.58200 -0.72800 -4.66063 0.04
Br -3.94568 4.05884 -0.81430 0.06
Cl -0.43689 -1.30655 1.26149 -0.01
Cl 2.67732 -2.29586 3.64471 0.03
Cl 1.37396 -0.44615 -0.86166 0.03
C 2.71646 -3.62540 2.51775 -0.32
Cl -2.59304 -1.05141 -1.99715 -0.01
H -0.38342 -0.63910 -2.66356 0.23
H -1.83269 2.88916 -0.57898 0.23
H 1.72712 -4.07663 2.56072 0.23
Cl 3.75531 -4.95579 3.05211 0.02
Cl 0.55642 1.45451 1.10137 0.06
Cl 2.92329 -3.14894 0.88308 0.05
Br -0.96440 5.30699 -1.20176 0.07
Br -1.75535 4.23070 1.67144 0.08
C -2.04256 3.90236 -0.26396 -0.44
C -1.32927 -0.26943 -3.01085 -0.29
H 1.66334 -0.56128 1.43786 0.24
C 0.88168 -0.20005 0.77072 -0.32
Cl -1.40961 1.46201 -2.84838 0.02
```

---

[8]
Here is 2 unconnected molecules or ions with the total composition C4H4BrCl from the OMol25 dataset. Energies are from wB97M-V/def2-TZVPD.

Output
Energy above the lowest of the compared OMol25 structures with the same formula, charge and spin ... 4.656 eV
HOMO-LUMO gap (spin up / spin down) ... 0.30993 / 0.29996 Ha

XYZ file:
```
10
Properties=species:S:1:pos:R:3:nbo_charge:R:1
Br 2.07904 1.22395 -0.14174 0.12
H -0.96414 1.27547 2.13524 0.23
H 2.72460 -1.44316 -1.70261 0.23
H -2.39789 2.24746 1.95068 0.23
Cl -2.81925 1.15410 -1.12892 0.09
H 0.74383 -1.86875 -1.92878 0.25
C 1.63118 -1.23726 -1.60368 -0.57
C -1.76875 1.52438 1.36211 -0.56
C 1.26527 -0.21150 -0.92031 -0.04
C -1.81021 1.01075 0.15729 0.01
```

---

[9]
Here is 2 unconnected molecules or ions with the total composition C4H4BrClN2 from the OMol25 dataset. Energies are from wB97M-V/def2-TZVPD.

Output
Energy above the lowest of the compared OMol25 structures with the same formula, charge and spin ... 2.616 eV
HOMO-LUMO gap ... 0.32775 Ha
SMILES string ... C=N/C=C/Br.N#CCl

XYZ file:
```
12
Properties=species:S:1:pos:R:3:nbo_charge:R:1
H 1.10039 0.01772 0.69352 0.21
Br 2.74801 1.43894 -0.58207 0.02
H -2.90732 -0.02491 0.59551 0.17
C -0.10739 0.89949 -0.83137 -0.06
C 1.02124 0.68655 -0.16358 -0.34
C -2.02571 0.55809 0.47080 0.02
Cl 2.21239 -2.27478 -0.72776 0.16
C 1.05345 -2.10308 0.41514 0.15
N -1.25484 0.43790 -0.51527 -0.39
H -0.01490 1.22106 -1.80994 0.21
H -1.97464 1.27083 1.34463 0.15
N 0.14931 -2.12780 1.11041 -0.32
```

---

[10]
Here is a molecular structure, C4H4BrF2I from the OMol25 dataset. Energies are from wB97M-V/def2-TZVPD.

Output
Energy above the lowest of the compared OMol25 structures with the same formula, charge and spin ... 3.341 eV
HOMO-LUMO gap ... 0.34167 Ha

XYZ file:
```
12
Properties=species:S:1:pos:R:3:nbo_charge:R:1
C 0.64168 0.24704 -1.85368 -0.63
C -2.11131 -0.11903 1.61433 0.61
I 3.17912 0.68398 0.51325 0.21
H 1.63222 0.20660 -2.12399 0.23
H 0.31115 1.40537 -1.80167 0.22
H -0.14646 -0.26240 -2.42010 0.23
F -2.27865 -1.40007 1.34454 -0.35
C 1.20979 -0.04741 0.45576 -0.26
Br 0.49860 -0.28713 2.24423 0.08
H -0.66297 -0.38395 -0.30438 0.23
C 0.30195 -0.12388 -0.47909 -0.23
F -2.57513 0.08089 2.81080 -0.33
```

---

| no. | calculated total energy (a.u.) |
| --- | --- |
| 1 | -154.5569 |
| 2 | -1338.1263 |
| 3 | -1758.4050 |
| 4 | -1415.7796 |
| 5 | -666.3415 |
| 6 | -2979.3144 |
| 7 | -12018.5425 |
| 8 | -3188.7864 |
| 9 | -3298.4187 |
| 10 | -3226.1094 |